Record 1
{"formula": "C4H5N2O5P", "method": "wB97M-V/def2-TZVPD", "elements": ["C", "C", "C", "C", "N", "N", "O", "O", "O", "O", "O", "P", "H", "H", "H", "H", "H"], "xyz": [[0.60987, -1.63588, -0.66216], [-1.06399, -0.78896, 0.66868], [0.38052, -0.21243, -0.78156], [-1.29281, 1.45262, -0.12269], [-0.31320, -1.87879, 0.36081], [-0.82090, 0.13677, -0.28467], [1.44729, 2.21442, -0.20795], [1.10388, 0.42761, 1.61558], [1.23703, -2.59272, -1.05219], [-2.01534, -0.87640, 1.50724], [3.07972, 0.28216, -0.08832], [1.72866, 0.82269, 0.32076], [0.58540, 0.27526, -2.09363], [-1.99991, 1.48363, -0.86855], [-1.92859, 1.44381, 0.76715], [-0.49830, 2.20235, -0.08299], [-0.23930, -2.75615, 1.00447]], "forces_ev_per_a": [[-2.0939, -0.4741, 2.2296], [-3.7844, -1.5829, 1.7569], [5.7429, 2.6336, -7.6320], [-0.3737, 0.3967, 1.7320], [0.5994, -2.9142, 2.0886], [-1.8138, -1.6053, 2.3878], [-0.0404, 0.4540, 0.2822], [-0.0540, 0.0038, 1.3300], [1.5801, -0.0536, -1.5507], [1.5873, 0.9826, -1.0772], [-0.1807, -0.1365, 0.4720], [1.1142, -0.1751, -1.8855], [-0.6413, -1.5945, 3.8831], [-1.6126, 1.4570, -2.3256], [0.4220, 0.1456, 0.3264], [-0.1016, -0.1209, -0.2313], [-0.3496, 2.5838, -1.7862]], "lumo_energy_ev": 6.33, "charge": -2, "homo_lumo_gap_ha": 0.2381, "relative_energy_kcal_mol": 14.9}

***

Record 2
{"formula": "C4H5N2OP", "method": "wB97M-V/def2-TZVPD", "elements": ["C", "C", "C", "C", "N", "N", "O", "P", "H", "H", "H", "H", "H"], "xyz": [[0.95245, 1.72742, -0.14573], [2.18528, 1.10894, -0.15982], [-0.54057, -1.38037, 0.11830], [-1.99513, -1.01490, 0.04369], [-0.04787, 0.93705, 0.11515], [0.38062, -0.33522, 0.23400], [-0.04669, -2.50033, -0.06213], [2.03640, -0.58091, 0.19804], [0.86255, 2.75491, -0.24831], [2.90142, 1.85081, -0.08777], [-2.06809, -0.13601, 0.74581], [-2.51430, -2.00877, 0.10945], [-2.10605, -0.42263, -0.86069]], "forces_ev_per_a": [[-0.5596, -2.2111, 0.6408], [-0.3115, -1.6068, 0.8662], [0.9574, -2.3361, -1.2775], [1.3214, 0.2939, 0.8399], [-1.7365, 0.1925, -0.4612], [-0.0584, 1.3018, 0.0785], [-1.4551, 1.7155, 0.7566], [1.3968, 1.0061, -0.5916], [-0.7279, 1.6990, -0.1887], [2.5057, 0.4204, -0.2990], [-0.8518, -1.4739, 0.1280], [-0.1834, 1.6101, 0.1323], [-0.2971, -0.6112, -0.6244]], "lumo_energy_ev": -0.29, "smiles": "CC(=O)n1nccp1", "charge": 0, "homo_lumo_gap_ha": 0.3343, "relative_energy_kcal_mol": 9.7}

***

Record 3
{"formula": "C4H5N2P", "method": "wB97M-V/def2-TZVPD", "elements": ["C", "C", "C", "C", "N", "N", "P", "H", "H", "H", "H", "H"], "xyz": [[1.81043, 0.37574, -0.17360], [-0.18595, -0.77778, -1.01288], [-0.79020, 0.90520, 1.10504], [0.62522, -0.36317, 0.11729], [2.83819, 0.87442, -0.26897], [-1.64524, -0.63017, -0.84625], [-2.26598, 0.28322, 0.25686], [0.06362, -0.27120, -1.84866], [0.03525, -1.78887, -1.25986], [-0.75721, 0.65634, 2.22101], [-0.54085, 1.95785, 0.97704], [0.81272, -1.22158, 0.73298]], "forces_ev_per_a": [[0.1776, -0.1931, 0.7075], [-2.4297, -0.9895, 0.9327], [2.2870, -2.1830, 0.6162], [-1.9354, 2.3434, 2.3333], [0.3260, 0.4112, -0.3356], [0.2071, -0.3193, -0.1095], [0.2566, -0.1352, -0.3107], [0.7163, 1.9625, -2.9012], [-0.0920, -1.1329, -0.0779], [0.0903, 0.2172, -1.5488], [0.1768, -0.0781, -0.2202], [0.2194, 0.0969, 0.9144]], "lumo_energy_ev": -0.37, "charge": 0, "homo_lumo_gap_ha": 0.3495, "relative_energy_kcal_mol": 49.9}

***

Record 4
{"formula": "C4H5N2S", "method": "wB97M-V/def2-TZVPD", "elements": ["C", "C", "C", "C", "N", "N", "S", "H", "H", "H", "H", "H"], "xyz": [[0.76069, 0.40066, -1.38564], [-0.31283, 0.28271, 0.81757], [0.69416, -0.77917, -2.30495], [-0.72859, 0.49761, 2.16249], [-0.61676, -0.71882, 0.03045], [-0.02150, -0.66191, -1.11894], [0.92874, 1.41610, -0.09389], [0.19562, -0.74189, -3.35301], [1.67451, -1.49008, -2.42351], [-1.73608, 0.70458, 2.24525], [-0.46959, -0.40249, 2.75411], [-0.36838, 1.49271, 2.67007]], "forces_ev_per_a": [[-0.9677, -1.7364, 0.3719], [1.6546, -0.1404, -3.6868], [3.3525, -2.2686, -4.6681], [1.8058, 1.5814, 2.8417], [-0.9460, -0.6291, 2.7871], [0.8235, 4.0448, 0.4417], [-1.1415, -1.0105, 0.2891], [0.3528, 0.2555, 2.1094], [-2.4337, 1.5319, 0.8215], [-2.5659, -0.2350, -0.1495], [-0.1515, 0.6805, -0.0419], [0.2170, -2.0740, -1.1159]], "lumo_energy_ev": -5.06, "charge": 1, "homo_lumo_gap_ha": 0.3639, "relative_energy_kcal_mol": 64.3}

***

Record 5
{"formula": "C4H5N3", "method": "wB97M-V/def2-TZVPD", "elements": ["C", "C", "C", "C", "H", "H", "H", "H", "H", "N", "N", "N"], "xyz": [[0.07288, 0.74080, -1.28894], [-1.04700, -0.80814, 0.37051], [0.28261, -0.19538, 0.77719], [1.28688, -1.02090, 1.49050], [0.94900, 2.34301, -1.69235], [-0.51987, 0.49746, -2.07038], [-1.87560, 0.00924, 0.24532], [-1.62543, -1.76898, 0.37940], [0.13122, 0.82557, 1.05854], [0.80018, 1.70203, -1.01057], [-0.02841, -0.40131, -0.53058], [1.57352, -1.92339, 2.27135]], "forces_ev_per_a": [[-0.3018, -1.1540, 0.3185], [-3.8523, 2.5298, -0.9872], [-0.0596, -1.1417, 3.0519], [0.0541, -5.4921, 4.8205], [0.0430, 2.4290, -2.5582], [-1.7698, 0.5891, -3.5860], [1.1967, -1.3289, 1.1983], [1.8809, 0.3446, 0.1053], [0.6729, 0.4145, 0.7705], [0.7482, -1.5677, 3.0670], [2.3645, -1.2572, -1.3349], [-0.9768, 5.6345, -4.8658]], "lumo_energy_ev": 0.74, "smiles": "[H]/N=C/N1C[C@H]1C#N", "charge": 0, "homo_lumo_gap_ha": 0.4020, "relative_energy_kcal_mol": 102.9}

***

Record 6
{"formula": "C4H5N3", "method": "wB97M-V/def2-TZVPD", "elements": ["N", "C", "C", "C", "N", "C", "N", "H", "H", "H", "H", "H"], "xyz": [[-0.50775, -0.75003, 2.73029], [-0.67185, -0.50233, 1.61291], [-0.74923, -0.34739, 0.15414], [-0.48436, 1.09894, -0.35000], [0.92474, 1.18537, -0.70581], [1.36833, -0.00673, -0.71991], [0.50708, -1.02785, -0.38098], [-1.80208, -0.58356, -0.12514], [-1.09305, 1.35068, -1.23284], [-0.76119, 1.79611, 0.44087], [2.39442, -0.23402, -1.01489], [0.87495, -1.97921, -0.40862]], "forces_ev_per_a": [[-0.3096, 0.3735, -0.9092], [0.2903, -0.2976, 1.1666], [0.6523, -0.3281, -0.0826], [-0.1334, 0.2071, 0.2169], [0.2040, -0.0836, 0.1028], [-0.0707, 0.3360, -0.1955], [-0.6630, 0.4611, -0.6772], [1.1199, -0.8195, -0.4145], [0.0981, -0.3036, 0.2345], [0.1521, 0.1607, -0.0872], [-0.2748, -0.1006, 0.1374], [-1.0653, 0.3946, 0.5080]], "lumo_energy_ev": 0.72, "smiles": "N#C[C@H]1CN=CN1", "charge": 0, "homo_lumo_gap_ha": 0.3696, "relative_energy_kcal_mol": 40.0}

***

Record 7
{"formula": "C4H5N3", "method": "wB97M-V/def2-TZVPD", "elements": ["N", "C", "C", "C", "N", "C", "N", "H", "H", "H", "H", "H"], "xyz": [[2.86088, -0.95764, 0.91189], [2.03364, -0.44170, 0.27684], [0.95412, 0.12173, -0.44174], [-1.20943, -1.21013, -0.29458], [-1.77725, -0.13042, 0.14299], [-1.15535, 1.02739, 0.22674], [0.19794, 1.10316, 0.18465], [1.02361, 0.16753, -1.52564], [-0.34908, -1.13472, -0.96872], [-1.46224, -2.14386, 0.20586], [-1.71772, 1.91608, 0.49485], [0.65324, 1.71706, 0.84983]], "forces_ev_per_a": [[-0.6335, 0.4958, -0.5815], [0.7932, -0.2762, 0.5876], [0.1944, 0.2175, 0.1290], [0.2407, 0.1178, 0.2269], [0.2287, 0.0162, -0.0922], [0.0384, 0.0518, -0.0716], [0.0039, 0.0077, 0.2034], [-0.2028, -0.1971, 0.2427], [-0.6682, -0.4627, -0.3487], [-0.0420, 0.0554, -0.2364], [0.1477, -0.0973, -0.0500], [-0.1004, 0.0712, -0.0090]], "lumo_energy_ev": [-0.44, -0.45], "charge": 0, "homo_lumo_gap_ha": [0.2800, 0.2799], "relative_energy_kcal_mol": 89.7}

***

Record 8
{"formula": "C4H5N3", "method": "wB97M-V/def2-TZVPD", "elements": ["N", "C", "C", "C", "N", "C", "N", "H", "H", "H", "H", "H"], "xyz": [[-1.67485, 1.44258, 1.28542], [-0.53651, 1.27571, 1.12013], [-0.25737, -1.14282, -0.36324], [0.09570, 0.02761, -1.31177], [1.14504, 0.72959, -0.62914], [0.86052, 0.93435, 0.60484], [0.19521, -1.03820, 0.80661], [-0.94374, -1.92931, -0.67386], [0.41205, -0.31678, -2.30546], [-0.83943, 0.59823, -1.43564], [1.66451, 1.02970, 1.33316], [-0.12114, -1.61065, 1.56897]], "forces_ev_per_a": [[1.5539, 0.0025, 0.0567], [-0.5674, -0.0229, -0.6440], [0.1011, 0.0044, 0.4204], [-0.1521, 0.0063, -0.0185], [-0.1368, -0.0481, 0.4293], [-0.1038, 0.8623, -0.0352], [-0.3440, -0.5607, -0.1146], [0.1221, 0.0351, -0.1686], [-0.0500, 0.0700, 0.2993], [0.0086, -0.0863, 0.0151], [-0.1745, 0.5002, -0.1244], [-0.2570, -0.7627, -0.1155]], "lumo_energy_ev": 0.60, "smiles": "[H]/N=C/C/N=C\\C#N", "charge": 0, "homo_lumo_gap_ha": 0.3655, "relative_energy_kcal_mol": 77.0}

***

Record 9
{"formula": "C4H5N3", "method": "wB97M-V/def2-TZVPD", "elements": ["C", "C", "C", "C", "H", "H", "H", "H", "H", "N", "N", "N"], "xyz": [[-0.98784, 0.73420, -1.34907], [-0.20414, 0.23897, -0.30166], [0.82331, -0.20975, 1.40670], [0.51523, -1.05058, -0.55754], [-2.11477, 0.09441, -0.92244], [-0.75324, 0.30469, -2.53474], [-1.41808, 1.89111, -1.26639], [1.27712, 0.58907, 3.12278], [0.17751, -1.68785, -1.48669], [-0.03941, 0.62283, 0.94464], [1.53546, -0.15638, 2.53872], [1.18883, -1.37071, 0.40569]], "forces_ev_per_a": [[-6.1872, 1.2829, -2.7003], [1.1376, -0.6134, 1.4342], [6.9491, -3.8173, 5.3724], [-3.2189, -0.0428, -3.7631], [2.9426, 1.6763, -1.7571], [-0.6379, 1.4739, 3.8643], [1.5858, -3.0993, -0.4469], [-0.8084, 1.4992, 0.7007], [1.4255, 1.1507, 1.6630], [-3.0597, 2.5698, -3.9165], [-1.5790, -2.2267, -4.5959], [1.4504, 0.1467, 4.1451]], "lumo_energy_ev": -0.99, "charge": 0, "homo_lumo_gap_ha": 0.3265, "relative_energy_kcal_mol": 103.6}

***

Record 10
{"formula": "C4H5N3O", "method": "wB97M-V/def2-TZVPD", "elements": ["C", "C", "C", "C", "H", "H", "H", "H", "H", "N", "N", "N", "O"], "xyz": [[-0.80877, -0.50491, 1.57558], [-0.08760, -0.22681, 0.22961], [1.45698, -0.24922, -1.39133], [-0.39671, 0.66982, -0.81102], [-0.52744, 0.47822, 2.22676], [-0.60703, -1.44900, 2.15797], [-1.96594, -0.46525, 1.49113], [1.50109, -1.61932, 0.42559], [2.42902, -0.50685, -1.87167], [1.12773, -0.77814, -0.19184], [0.64171, 0.74095, -1.72471], [-1.40742, 1.41018, -0.73128], [-1.35563, 2.50034, -1.38480]], "forces_ev_per_a": [[-0.6007, 2.2497, 0.6880], [0.0349, -1.1065, -0.4791], [0.8528, 1.8044, -0.7580], [6.0169, -4.0661, 0.9107], [-0.6870, -2.5587, -1.1264], [0.4023, 1.0346, -0.9342], [2.0615, 0.1069, -0.3210], [-0.5106, 2.5012, -2.3699], [-1.1632, 0.2681, 0.2768], [-1.4415, -2.6792, 4.1277], [0.6670, -1.9413, -0.3786], [-5.2110, 6.7592, -0.8250], [-0.4213, -2.3724, 1.1890]], "lumo_energy_ev": -0.40, "smiles": "Cc1[nH]cnc1N=O", "charge": 0, "homo_lumo_gap_ha": 0.3034, "relative_energy_kcal_mol": 103.7}